1.
The following is a DFT calculation (ωB97M-V with the def2-TZVPD basis set) of a gas-phase ion, C4H8NOS (charge +1) in a non-equilibrium geometry.

Structure (XYZ):
```
15
Properties=species:S:1:pos:R:3:forces:R:3
C -0.76012 1.50610 -0.33396 1.5 -0.9 0.0
C 0.17686 0.57074 -0.16333 1.0 0.8 0.8
C -1.82259 -0.72089 0.39546 -1.3 2.5 1.1
C 1.67593 0.81290 -0.24796 -2.0 -0.5 -1.2
N -0.33074 -0.67466 0.45362 1.3 -3.4 0.3
O -2.18909 -1.48814 -0.63650 0.6 -1.4 -0.8
S -2.32049 1.08119 0.09878 -1.8 -0.9 0.8
H -0.51326 2.50469 -0.65907 -0.1 0.0 -0.2
H -2.30276 -1.03063 1.33136 0.6 0.0 0.1
H 2.06887 0.76256 0.78320 0.3 0.7 -0.6
H 1.54065 1.82143 -0.79524 1.8 -1.5 1.0
H 2.11957 -0.03727 -0.84793 0.0 1.4 0.3
H -0.07214 -1.52135 -0.17736 -0.3 1.5 0.9
H 0.10501 -1.00962 1.42494 -1.1 1.5 -2.2
H -2.92637 -1.10446 -1.10561 -0.4 0.2 -0.4
```
Forces are in eV/Å.

Computed properties:
SMILES: CC1=CS[C@@H](O)[NH2+]1
Net charge: +1
E_tot: -685.08595 Ha
Relative energy (zero: lowest compared OMol25 entry of this formula, charge and spin): 1.109 eV
E_HOMO: -13.169 eV

=====

2.
The following is a DFT calculation (ωB97M-V with the def2-TZVPD basis set) of 3 unconnected molecules or ions with the total composition C4H15NO2 in a non-equilibrium geometry.

Structure (XYZ):
```
22
Properties=species:S:1:pos:R:3:forces:R:3
C -0.00333 1.67221 1.45809 1.0 0.1 -0.6
C -0.16080 0.89674 0.15185 0.8 -0.2 -0.2
N 0.60261 -0.36622 0.09838 -0.3 0.7 1.0
C 0.66574 -0.88508 -1.25278 0.2 -1.4 0.8
C 0.09734 -1.33286 1.04146 0.2 -1.4 0.1
H 0.97041 2.16938 1.51501 0.0 -0.1 -0.2
H -0.02227 0.98882 2.30145 -0.5 0.2 0.2
H -0.73822 2.47255 1.48410 -0.3 -0.2 0.4
H -1.23702 0.76552 -0.01019 -0.1 -0.4 -0.3
H 0.26001 1.42421 -0.70427 -0.3 0.6 0.1
H -0.33307 -1.12686 -1.63897 0.0 0.4 -0.4
H 1.29370 -0.27721 -1.89124 -0.3 0.4 -0.2
H 1.16755 -1.86032 -1.17634 0.0 0.2 -0.2
H -0.84676 -1.78714 0.70187 -0.3 0.3 0.3
H 0.05044 -0.98010 2.07061 -0.5 0.5 -0.2
H 0.75161 -2.20660 1.18629 0.3 0.2 -0.6
H -4.77687 -0.50362 -2.18103 -0.1 -0.2 -0.4
H -3.62530 0.07792 -1.48277 0.5 0.2 0.2
O -3.84447 -0.31117 -2.33076 -0.4 0.0 0.3
H 4.01690 0.29079 0.13351 0.5 -0.1 0.0
H 2.54283 0.17921 0.53168 -0.2 0.2 -0.5
O 3.16895 0.69983 -0.00593 -0.2 0.1 0.2
```
Forces are in eV/Å.

Computed properties:
SMILES: CCN(C)C.O.O
Net charge: 0
E_tot: -366.60130 Ha
Relative energy (zero: lowest compared OMol25 entry of this formula, charge and spin): 1.357 eV
E_HOMO: -8.779 eV

=====

3.
The following is a DFT calculation (ωB97M-V with the def2-TZVPD basis set) of a molecular structure, C37H31N5OP2PtS.

Structure (XYZ):
```
78
Properties=species:S:1:pos:R:3:forces:R:3
Pt -0.66838 0.79120 -0.16324 0.3 0.4 -0.4
O -2.58515 1.06455 2.12126 -0.1 -0.1 0.2
S -1.21285 0.64206 2.00419 -0.2 0.0 0.2
C -0.89410 -1.02367 2.50679 0.0 -0.1 -0.4
C -0.80509 -1.36801 3.84410 0.0 0.0 0.1
C -0.62154 -2.70876 4.17023 0.0 0.0 0.0
C -0.53009 -3.66947 3.17360 0.0 0.0 -0.1
C -0.63024 -3.31384 1.82890 0.0 0.0 0.0
C -0.81812 -1.98186 1.48501 -0.1 0.2 0.0
P -1.17696 -1.50318 -0.22277 0.0 0.1 0.1
C -0.05638 -2.25698 -1.36790 -0.1 0.0 0.2
C -0.43829 -2.52232 -2.69227 0.0 0.0 -0.1
C 0.46663 -3.09709 -3.56474 0.0 0.0 0.0
C 1.75410 -3.40265 -3.13187 0.0 0.0 0.0
C 2.14268 -3.13116 -1.82355 0.0 0.0 0.0
C 1.24439 -2.56022 -0.94206 0.1 -0.1 0.1
C -2.88903 -1.76393 -0.62463 0.2 -0.4 -0.1
C -3.21173 -3.03387 -1.13928 0.0 0.0 0.0
C -4.53702 -3.36780 -1.36108 0.0 0.0 0.0
C -5.53891 -2.44451 -1.08881 0.0 0.0 0.0
C -5.22127 -1.18833 -0.57735 0.0 0.0 0.0
C -3.90355 -0.84495 -0.33587 0.0 0.1 0.1
C -0.14648 1.65191 2.96454 0.4 -0.1 -0.2
C -0.52883 2.15177 4.19532 0.0 0.0 0.0
C 0.44405 2.81632 4.94073 0.0 0.0 0.0
C 1.74512 2.94694 4.46735 0.0 0.0 0.0
C 2.11131 2.45478 3.21648 0.0 0.0 0.0
C 1.14416 1.81823 2.44591 -0.3 -0.2 -0.1
P 1.42585 1.34189 0.74180 0.1 -0.2 0.1
C 2.82971 0.30423 0.55630 -0.1 0.2 0.1
C 3.92580 0.61903 -0.26294 0.0 0.0 -0.1
C 5.05139 -0.18452 -0.22493 0.0 0.0 0.0
C 5.09189 -1.28978 0.61800 0.0 0.0 0.0
C 4.01332 -1.59524 1.44775 0.0 0.0 0.0
C 2.88732 -0.79820 1.42977 0.0 0.0 0.2
C 1.11817 2.66977 -0.37947 -0.1 -0.1 0.1
C 0.57983 3.88375 0.12847 0.0 0.1 0.1
C 0.56324 5.00586 -0.66910 0.0 0.0 0.1
C 1.09514 4.94369 -1.95725 0.0 0.0 0.0
C 1.57620 3.74523 -2.48812 0.1 -0.1 0.0
C 1.55993 2.60125 -1.72445 0.3 0.1 -0.1
H -0.86779 -0.62389 4.62796 0.0 0.0 0.0
H -0.54608 -2.99970 5.20978 0.0 0.0 0.0
H -0.38419 -4.70803 3.44117 0.0 0.0 0.0
H -0.56987 -4.07946 1.06495 0.0 0.0 0.0
H -1.44410 -2.32317 -3.03352 0.0 0.1 0.0
H 0.16633 -3.32836 -4.57772 0.0 0.0 0.0
H 2.45257 -3.86854 -3.81484 0.0 0.0 0.0
H 3.13963 -3.38822 -1.49174 0.0 0.0 0.0
H 1.53883 -2.38259 0.08420 0.0 0.0 -0.1
H -2.44083 -3.76399 -1.35210 0.0 0.0 0.0
H -4.78654 -4.34645 -1.74826 0.0 0.0 0.0
H -6.57306 -2.70449 -1.27428 0.0 0.0 0.0
H -6.00782 -0.47980 -0.35506 0.0 0.0 0.0
H -3.68531 0.13069 0.07982 0.0 0.0 0.0
H -1.54097 2.03579 4.56356 0.0 0.0 0.0
H 0.18420 3.22725 5.90822 0.0 0.0 0.0
H 2.48212 3.45792 5.07347 0.0 0.0 0.0
H 3.12023 2.59723 2.84880 0.0 0.0 0.0
H 3.93153 1.50637 -0.87765 0.0 0.1 -0.1
H 5.90939 0.06483 -0.83445 0.0 0.0 0.0
H 5.98247 -1.90505 0.65063 0.0 0.0 0.0
H 4.07319 -2.43853 2.12260 0.0 0.0 0.0
H 2.06364 -1.01375 2.10382 0.0 0.0 0.0
H 0.23720 3.94238 1.15449 0.0 0.0 0.0
H 0.17878 5.94222 -0.28776 0.0 0.0 0.0
H 1.12877 5.84551 -2.55680 0.0 0.0 0.0
H 1.96476 3.71543 -3.49740 0.0 0.0 0.0
H 1.90525 1.66368 -2.13976 0.1 0.0 0.0
N -1.84837 3.28982 -4.67821 0.2 -0.1 -0.2
N -1.85785 2.31536 -3.77954 -0.1 -0.1 0.2
N -2.62689 1.25233 -3.94872 -0.1 0.1 -0.1
C -2.34959 0.54020 -2.88286 0.0 0.0 0.1
N -1.43884 1.15653 -2.10958 0.0 -0.2 0.1
N -1.13571 2.32010 -2.71260 -0.1 0.1 0.0
H -2.52994 3.20903 -5.41803 0.0 0.1 0.0
H -1.33923 4.12610 -4.45317 -0.1 0.1 0.0
H -2.84212 -0.38688 -2.65425 0.1 -0.1 0.0
```
Forces are in eV/Å.

Computed properties:
Net charge: +4
E_tot: -2976.25307 Ha
Relative energy (zero: lowest compared OMol25 entry of this formula, charge and spin): 0.113 eV
E_HOMO: -19.540 eV